1.
61
Properties=species:S:1:pos:R:3:lowdin_charge:R:1 method="wB97M-V/def2-TZVPD" total_energy_ha=-1735.8289 total_charge=+2 e_above_lowest_ev=0.9680 orbital_gap_ha=0.30736 homo_energy_ha=-0.557
Hf -1.7273 3.9099 17.4031 1.7519
O -1.6530 4.8577 19.2218 -0.1876
O -0.2794 5.5013 20.9075 0.1000
O -2.3171 2.0141 17.7309 -0.2152
O -1.6154 -0.1302 17.4340 0.1431
O -1.5851 3.4610 15.2824 -0.1752
O 0.1737 4.8053 16.9311 -0.1720
N -0.9267 6.4572 15.1485 0.1399
N -1.8941 8.1816 16.3338 0.2103
N -2.5298 5.8803 16.7078 0.0363
N -3.0341 9.8036 17.5292 0.2111
N -4.0132 4.0315 17.7472 -0.0073
N -3.7890 7.6444 17.7114 0.2180
N -0.0705 2.8104 18.7584 -0.2546
C -2.9115 8.5262 17.1539 -0.3720
C -5.1582 5.5339 19.2807 0.0414
C -3.4962 6.3769 17.5550 -0.2587
C 1.3260 1.1034 13.1419 -0.0147
C -1.9499 2.5473 14.3945 -0.2292
C -0.8162 4.5924 20.2378 -0.4711
C 1.4182 4.1524 17.2335 -0.1217
C -5.5731 3.1533 19.3368 0.0096
C -3.4088 2.2899 14.2190 0.0175
C -0.4943 0.7430 11.5168 -0.0212
C 0.4410 1.7407 13.9980 -0.0061
C -5.8057 4.4443 19.8045 -0.0154
C -0.1168 1.3992 18.4503 -0.1000
C 1.2670 3.4102 18.5559 -0.1255
C -4.2899 5.2972 18.1636 -0.1832
C -0.4904 3.0517 20.1996 -0.0121
C 0.8719 0.7241 11.8129 0.0055
C -1.7857 6.8867 16.1582 -0.3956
C -1.4288 1.0074 17.7753 -0.5463
C -4.6663 2.9962 18.3088 -0.0947
C -0.9225 1.8242 13.6503 -0.1664
C -1.3558 1.4204 12.3951 -0.0040
H -2.4150 1.5011 12.1126 0.1263
H 2.2243 4.8871 17.4844 0.1631
H -3.8127 2.8565 13.3661 0.1209
H 0.2216 5.6370 16.4038 0.1020
H -1.3260 2.3207 20.3100 0.1496
H -2.2418 10.4560 17.3654 0.1547
H 2.0398 2.6171 18.7319 0.1621
H 0.7983 2.1142 14.9272 0.0847
H 1.6625 0.4072 11.1389 0.1202
H -3.9592 2.3885 15.1950 0.1033
H 1.7817 3.6029 16.4309 0.0952
H -0.7418 7.1147 14.4065 0.1309
H 1.4446 4.0881 19.4170 0.1381
H -6.4839 4.6122 20.6667 0.1439
H 0.7044 1.1177 17.7509 0.1511
H -0.9341 0.1445 10.7253 0.1245
H -1.0645 5.5090 14.7623 0.1004
H -3.5661 1.2264 13.8989 0.1199
H -6.1141 2.3354 19.7286 0.1161
H 0.3917 2.8020 20.8128 0.1484
H -5.3880 6.6117 19.5558 0.1531
H -3.6499 10.0046 18.3106 0.1332
H 0.0906 0.6649 19.2762 0.1722
H -4.5167 2.0203 17.8119 0.1323
H 2.3928 0.9592 13.3275 0.1195

=====

2.
50
Properties=species:S:1:pos:R:3:lowdin_charge:R:1 method="wB97M-V/def2-TZVPD" total_energy_ha=-1360.7265 total_charge=+1 orbital_gap_ha=0.20060 homo_energy_ha=-0.365
S 1.0617 0.9674 2.7807 0.9712
N -2.7389 0.7374 2.8252 0.0893
N 0.2802 -5.3420 -0.6251 -0.0160
C -0.0286 -3.1088 -1.6225 0.0135
C -5.9407 -3.5888 2.7786 -0.2443
C -5.6153 -4.5725 1.8370 -0.0238
C -0.4286 -4.1942 -0.7204 -0.1605
C -1.5334 -4.2483 0.1823 -0.0812
C -5.1629 -2.4261 2.8472 -0.0077
C -4.4936 -4.4326 1.0307 -0.0322
C -1.4478 -5.5626 0.8320 -0.0925
C -0.5257 -8.0420 1.7934 -0.0547
C -2.1020 -6.1696 1.8964 -0.0045
C -3.6383 -3.3042 1.1615 -0.2061
C -1.6654 -7.4292 2.3409 -0.0492
C -0.3400 0.7358 3.7231 -0.4808
C -4.0617 -2.2667 2.0279 0.0085
C 1.8627 2.4625 3.4946 -0.2551
C 2.2030 -0.3075 3.4573 -0.2602
C -1.6162 0.7396 3.1950 -0.3928
C -2.3947 -3.1933 0.4610 0.1094
C -7.1111 -3.7844 3.6916 -0.0378
C 1.5335 -5.5904 -1.3155 0.0220
C 0.1819 -7.4226 0.7543 0.0025
C -0.3133 -6.2136 0.2907 -0.1507
H -6.9675 -4.6531 4.3463 0.0948
H -8.0319 -3.9613 3.1234 0.0942
H 1.3872 -5.6084 -2.4031 0.1118
H -2.0719 -2.1941 0.1590 0.1357
H -0.2017 0.5976 4.8001 0.0692
H -4.2521 -5.1958 0.2898 0.1289
H -6.2415 -5.4625 1.7521 0.1272
H -0.1804 -8.9969 2.1880 0.1135
H 2.2621 -0.2168 4.5482 0.0637
H 1.7804 -1.2736 3.1634 0.0521
H 2.2669 -4.8083 -1.0755 0.1103
H 1.2336 3.3114 3.2085 0.0597
H 2.8544 2.5506 3.0375 0.0518
H 3.1805 -0.1559 2.9875 0.0520
H -0.7889 -2.3255 -1.5717 0.0867
H 1.9325 2.3745 4.5849 0.0641
H 0.9401 -2.6646 -1.3460 0.1093
H -2.9335 -5.6619 2.3798 0.1074
H 1.9323 -6.5545 -0.9976 0.0869
H -5.4306 -1.6422 3.5570 0.1259
H -7.2616 -2.9057 4.3234 0.0827
H -3.4730 -1.3480 2.0717 0.0747
H -2.2156 -7.9330 3.1361 0.1128
H 1.0837 -7.8490 0.3258 0.1073
H 0.0441 -3.4509 -2.6656 0.1108

=====

3.
52
Properties=species:S:1:pos:R:3:lowdin_charge:R:1 method="wB97M-V/def2-TZVPD" total_energy_ha=-1168.1519 smiles="CC(=O)N[C@@H](CC(=O)NCCCn1ccc2ccccc21)c1ccccc1" total_charge=0 e_above_lowest_ev=0.2017 orbital_gap_ha=0.31813 homo_energy_ha=-0.295
O 0.1906 -5.9485 -0.6836 0.0569
O 2.2886 -1.8653 1.5282 0.0566
N 0.5305 -0.5101 1.9312 0.0793
N 0.8893 3.4299 0.2997 -0.0680
N 1.0951 -3.9894 -0.0340 0.0789
C 1.8240 2.4271 -0.1280 -0.1323
C 1.2506 0.7145 1.6570 -0.1606
C -2.7437 4.6911 -1.1237 -0.1032
C -0.1452 4.9370 1.5999 -0.0242
C -0.0406 -1.8560 -1.4781 -0.0299
C -0.7069 -2.3383 -0.3612 -0.1778
C -0.1246 -3.4387 0.5037 -0.2472
C 0.9608 4.1571 1.4565 -0.0804
C -0.9756 4.6837 0.4732 -0.1768
C -2.4720 -0.7459 -0.7677 -0.0727
C -0.8316 3.2580 -1.5134 -0.0265
C 2.5679 -5.6446 -0.9478 0.0048
C 0.1607 -2.8987 1.9249 -0.0326
C -0.2940 3.7272 -0.3201 -0.1793
C -0.5834 -0.8295 -2.2330 -0.0865
C -1.9341 -1.7778 -0.0205 -0.0491
C 1.1066 -1.7212 1.7822 -0.4984
C 1.2997 1.0155 0.1567 -0.1458
C -1.7956 -0.2654 -1.8767 -0.0987
C -2.0590 3.7512 -1.8993 -0.1017
C 1.1649 -5.2397 -0.5475 -0.5348
C -2.2162 5.1651 0.0554 -0.0353
H 0.7554 1.5270 2.1934 0.1196
H 3.2360 -5.5758 -0.0924 0.0823
H -0.3507 5.6146 2.4044 0.0998
H -3.7033 5.0509 -1.4656 0.0968
H -3.4235 -0.3178 -0.4887 0.1056
H 1.9411 0.2810 -0.3305 0.1174
H 2.7713 2.5872 0.3931 0.1296
H 2.5562 -6.6651 -1.3185 0.0812
H 2.2655 0.5896 2.0425 0.1279
H -2.2170 0.5395 -2.4592 0.0958
H -2.4813 -2.1630 0.8287 0.1164
H 1.9972 2.5393 -1.2029 0.1266
H -0.3070 2.5360 -2.1214 0.1006
H -0.8430 -4.2678 0.5572 0.1562
H -2.5038 3.4098 -2.8229 0.0969
H -0.0540 -0.4698 -3.1033 0.1067
H 2.9350 -4.9833 -1.7296 0.0806
H -2.7453 5.8963 0.6485 0.1091
H 1.9387 -3.4663 0.1643 0.1233
H -0.4752 -0.4513 1.9595 0.1365
H 0.9040 -2.2916 -1.7656 0.1136
H 1.8204 4.0710 2.0949 0.1216
H -0.7641 -2.6096 2.4202 0.1128
H 0.2944 0.9193 -0.2593 0.0951
H 0.6493 -3.6826 2.5049 0.1331

=====

4.
53
Properties=species:S:1:pos:R:3:lowdin_charge:R:1 method="wB97M-V/def2-TZVPD" total_energy_ha=-1243.3448 smiles="COc1ccccc1N1CCN(C(=O)c2ccc(N3CCCC3=O)cc2)CC1" total_charge=0 e_above_lowest_ev=2.3967 orbital_gap_ha=0.30749 homo_energy_ha=-0.283
O -3.3674 -1.0106 -0.6734 0.0683
O -0.6485 4.7931 3.1520 0.0781
O 3.0083 -2.4473 -1.4413 -0.1153
N -1.4835 -0.2168 -1.6282 -0.0469
N 0.6996 -1.5414 -2.7989 -0.0990
N -1.6519 2.9134 4.0219 0.0050
C -2.0113 2.4061 5.3349 -0.1471
C -0.1541 0.3375 -1.5387 -0.1189
C 0.8910 -0.7888 -1.5835 -0.1395
C -1.1080 4.6032 5.5337 -0.0804
C 3.8156 -3.3793 -4.9181 -0.0968
C -1.6718 -1.0305 -2.8111 -0.1131
C -2.0237 1.9374 0.4828 -0.0239
C -2.1104 3.6662 6.1955 -0.1533
C -0.6184 -2.1385 -2.8502 -0.1298
C 2.6524 -2.9898 -5.5516 -0.0981
C -2.3744 -0.3055 -0.6109 -0.4242
C 1.7564 -2.1843 -3.4455 -0.1594
C 2.9394 -2.6088 -2.8039 -0.1959
C -2.0701 -0.0309 1.8440 -0.0091
C -1.8718 2.7197 1.6095 0.0114
C -1.7991 2.1303 2.8719 -0.1794
C 3.9550 -3.1844 -3.5536 -0.0305
C -1.9031 0.7434 2.9758 -0.0086
C 1.6452 -2.3916 -4.8191 -0.0250
C 4.1864 -2.8229 -0.7750 -0.0848
C -1.0961 4.1603 4.0785 -0.4363
C -2.1148 0.5526 0.5848 -0.1564
H 4.3822 -3.8960 -0.8707 0.0958
H -1.2281 1.7370 5.7139 0.1283
H 4.6183 -3.8390 -5.4742 0.1003
H 5.0538 -2.2610 -1.1368 0.0975
H -0.7753 -2.8034 -1.9841 0.1369
H 2.5316 -3.1369 -6.6140 0.0999
H -0.7252 -2.7282 -3.7599 0.1191
H -1.8028 3.7901 1.5163 0.1067
H -1.8523 0.2594 3.9383 0.1031
H 0.7465 -2.0601 -5.3170 0.1126
H 1.8870 -0.3493 -1.5809 0.1305
H -2.9532 1.8561 5.2846 0.1283
H -1.5703 -0.3915 -3.6944 0.1308
H -3.1152 4.0850 6.1293 0.1161
H 4.8643 -3.5109 -3.0741 0.0998
H -2.0936 2.4089 -0.4865 0.1248
H -2.6771 -1.4527 -2.7710 0.1221
H -1.3648 5.6575 5.6123 0.1216
H -1.8860 3.4670 7.2412 0.1106
H 4.0162 -2.5827 0.2739 0.0946
H 0.7775 -1.4162 -0.6856 0.1309
H -0.0416 0.9047 -0.6155 0.1167
H -0.1008 4.4685 5.9343 0.1271
H -2.1651 -1.1027 1.9328 0.1218
H 0.0028 1.0043 -2.3941 0.1331